Entry 1:
Entry from the Open Molecules 2025 dataset: a single C22H27F3N2O4 molecule (ωB97M-V with the def2-TZVPD basis set).

Structure (ORCA input):
```
! RIJCOSX wB97M-V def2-TZVPD def2/J DEFGRID3
* xyz 0 1
C -1.20 2.00 -1.95
C -1.57 0.68 -1.28
O -0.80 0.56 -0.10
C -0.95 -0.55 0.67
C -1.75 -1.64 0.34
C -1.81 -2.77 1.15
C -2.74 -3.91 0.81
N -3.90 -4.02 1.68
C -4.88 -2.95 1.60
C -6.27 -3.55 1.86
C -6.67 -4.52 0.75
C -4.58 -1.80 2.59
O -4.41 -2.27 3.91
C -1.05 -2.81 2.31
C -0.27 -1.73 2.67
C -0.22 -0.60 1.87
O 0.60 0.43 2.30
C 0.08 1.74 2.27
C 0.53 2.57 1.06
O -0.01 3.61 0.77
N 1.60 2.02 0.44
C 2.26 2.43 -0.71
C 2.01 3.67 -1.31
C 2.69 4.03 -2.46
C 3.63 3.18 -3.02
C 3.88 1.96 -2.42
C 4.87 1.00 -3.02
F 5.60 0.36 -2.09
F 5.74 1.58 -3.85
F 4.26 0.03 -3.73
C 3.20 1.58 -1.27
H -1.85 2.17 -2.81
H -1.31 2.82 -1.24
H -0.17 1.97 -2.29
H -1.36 -0.16 -1.96
H -2.64 0.67 -1.03
H -2.33 -1.62 -0.56
H -3.10 -3.81 -0.22
H -2.20 -4.86 0.89
H -3.61 -4.12 2.64
H -4.86 -2.53 0.58
H -7.01 -2.74 1.92
H -6.26 -4.08 2.81
H -6.76 -4.00 -0.20
H -7.62 -4.99 0.98
H -5.91 -5.29 0.66
H -5.38 -1.05 2.54
H -3.63 -1.32 2.33
H -5.24 -2.67 4.20
H -1.08 -3.69 2.94
H 0.31 -1.74 3.58
H -1.02 1.74 2.31
H 0.45 2.24 3.17
H 1.87 1.11 0.81
H 1.28 4.33 -0.87
H 2.49 4.98 -2.91
H 4.16 3.46 -3.91
H 3.41 0.62 -0.82
*
```

Computed properties:
HOMO energy (eV): -8.498
Energy above the lowest of the compared OMol25 structures with the same formula, charge and spin (kcal/mol): 0.4
F_max (eV/Å): 0.7
Structure (SMILES): CCOc1cc(CN[C@@H](CC)CO)ccc1OCC(=O)Nc1cccc(C(F)(F)F)c1
Gap between HOMO and LUMO (hartree): 0.334
Molecular weight (g/mol): 440.462
LUMO energy (eV): 0.590
Total energy (eV): -42575.537

Entry 2:
Entry from the Open Molecules 2025 dataset: a single C22H27FN2O3 molecule (ωB97M-V with the def2-TZVPD basis set).

Structure (ORCA input):
```
! RIJCOSX wB97M-V def2-TZVPD def2/J DEFGRID3
* xyz 0 1
C -1.51 1.17 6.23
O -2.09 0.86 4.99
C -1.53 1.38 3.86
C -0.38 2.18 3.83
C 0.08 2.66 2.62
C -0.56 2.37 1.41
O 0.04 2.91 0.31
C -0.71 3.10 -0.87
C -1.68 1.54 1.44
C -2.48 1.13 0.23
O -3.41 1.80 -0.18
N -2.11 -0.04 -0.34
C -2.85 -0.48 -1.50
C -1.00 -0.85 0.12
C -1.34 -2.33 0.24
C -0.13 -3.06 0.80
C 1.09 -2.82 -0.10
N 1.35 -1.39 -0.17
C 2.64 -1.05 -0.75
C 2.80 -1.44 -2.20
C 3.25 -2.71 -2.56
C 3.33 -3.09 -3.89
C 2.96 -2.21 -4.89
C 2.52 -0.94 -4.56
C 2.44 -0.58 -3.23
F 2.02 0.67 -2.93
C 0.24 -0.69 -0.78
C -2.16 1.08 2.66
H -2.13 0.68 6.98
H -0.49 0.80 6.30
H -1.52 2.25 6.41
H 0.15 2.43 4.73
H 0.96 3.28 2.59
H -0.11 3.78 -1.48
H -0.85 2.17 -1.42
H -1.68 3.55 -0.67
H -2.17 -0.73 -2.32
H -3.47 -1.35 -1.27
H -3.50 0.33 -1.81
H -0.72 -0.48 1.11
H -1.59 -2.74 -0.74
H -2.21 -2.46 0.90
H -0.33 -4.13 0.86
H 0.09 -2.69 1.80
H 1.96 -3.30 0.34
H 0.90 -3.26 -1.09
H 3.41 -1.55 -0.15
H 2.76 0.03 -0.64
H 3.56 -3.40 -1.78
H 3.69 -4.08 -4.14
H 3.02 -2.51 -5.92
H 2.23 -0.23 -5.32
H 0.50 0.37 -0.85
H 0.02 -1.06 -1.79
H -3.04 0.46 2.69
*
```

Computed properties:
HOMO energy (eV): -7.932
Energy above the lowest of the compared OMol25 structures with the same formula, charge and spin (kcal/mol): 22.5
F_max (eV/Å): 0.4
Structure (SMILES): COc1ccc(OC)c(C(=O)N(C)[C@H]2CCCN(Cc3ccccc3F)C2)c1
Gap between HOMO and LUMO (hartree): 0.320
Molecular weight (g/mol): 386.467
LUMO energy (eV): 0.763
Total energy (eV): -35092.039

Entry 3:
Entry from the Open Molecules 2025 dataset: a single C22H27N3O3 molecule in a non-equilibrium geometry (ωB97M-V with the def2-TZVPD basis set).

Structure (ORCA input):
```
! RIJCOSX wB97M-V def2-TZVPD def2/J DEFGRID3
* xyz 0 1
C -4.62 -2.89 0.32
C -3.11 -2.78 0.50
C -2.58 -1.40 0.25
N -3.42 -0.46 0.05
N -3.02 0.80 -0.20
C -3.87 1.87 -0.30
O -3.40 2.99 -0.41
C -5.32 1.60 -0.24
C -6.13 2.51 0.44
C -7.49 2.32 0.51
C -8.07 1.22 -0.11
C -7.28 0.33 -0.81
C -5.91 0.51 -0.88
C -1.11 -1.23 0.28
C -0.52 -0.35 1.18
C 0.85 -0.18 1.22
C 1.67 -0.89 0.34
O 3.00 -0.65 0.45
C 3.90 -1.31 -0.42
C 5.32 -0.81 -0.14
N 5.61 0.38 -0.90
C 4.95 1.59 -0.42
C 5.66 2.19 0.80
O 7.02 2.44 0.55
C 7.68 1.26 0.15
C 7.02 0.65 -1.10
C 1.09 -1.78 -0.56
C -0.28 -1.94 -0.58
H -4.90 -2.68 -0.71
H -4.96 -3.89 0.57
H -5.13 -2.17 0.96
H -2.84 -3.06 1.52
H -2.60 -3.48 -0.17
H -2.02 1.02 -0.23
H -5.66 3.36 0.91
H -8.11 3.02 1.04
H -9.14 1.07 -0.06
H -7.73 -0.52 -1.31
H -5.30 -0.18 -1.43
H -1.14 0.20 1.88
H 1.31 0.49 1.92
H 3.84 -2.39 -0.26
H 3.65 -1.09 -1.47
H 6.02 -1.59 -0.45
H 5.41 -0.68 0.95
H 4.98 2.32 -1.24
H 3.92 1.37 -0.17
H 5.55 1.52 1.67
H 5.22 3.16 1.06
H 7.68 0.52 0.97
H 8.72 1.54 -0.06
H 7.10 1.37 -1.92
H 7.53 -0.27 -1.39
H 1.69 -2.34 -1.25
H -0.72 -2.62 -1.30
*
```

Computed properties:
HOMO energy (eV): -8.315
Energy above the lowest of the compared OMol25 structures with the same formula, charge and spin (kcal/mol): 103.0
F_max (eV/Å): 1.2
Structure (SMILES): CC/C(=N/NC(=O)c1ccccc1)c1ccc(OCCN2CCOCC2)cc1
Gap between HOMO and LUMO (hartree): 0.330
Molecular weight (g/mol): 381.476
LUMO energy (eV): 0.653
Total energy (eV): -33863.786

Entry 4:
Entry from the Open Molecules 2025 dataset: a single C22H27N3O3 molecule (ωB97M-V with the def2-TZVPD basis set).

Structure (ORCA input):
```
! RIJCOSX wB97M-V def2-TZVPD def2/J DEFGRID3
* xyz 0 1
C 0.94 -6.58 -6.84
C 1.65 -7.00 -5.56
O 1.53 -6.02 -4.54
C 0.40 -6.03 -3.81
O -0.49 -6.84 -3.98
C 0.37 -4.98 -2.78
C 1.39 -4.04 -2.64
C 1.34 -3.08 -1.65
C 0.26 -3.04 -0.77
N 0.13 -2.11 0.25
C 1.08 -1.20 0.70
O 2.18 -1.09 0.20
N 0.70 -0.47 1.79
C -0.62 -0.24 2.32
C -1.03 1.22 2.10
N -0.07 2.08 2.75
C -0.48 3.45 2.94
C -0.70 4.29 1.66
C -1.11 5.68 2.05
C -0.14 6.65 2.28
C -0.51 7.92 2.69
C -1.85 8.24 2.87
C -2.81 7.27 2.65
C -2.44 6.00 2.24
C 1.24 1.90 2.14
C 1.67 0.45 2.36
C -0.78 -3.97 -0.92
C -0.72 -4.93 -1.91
H 1.11 -7.32 -7.61
H -0.12 -6.50 -6.65
H 1.32 -5.62 -7.18
H 1.24 -7.95 -5.19
H 2.73 -7.11 -5.72
H 2.24 -4.07 -3.31
H 2.13 -2.36 -1.54
H -0.69 -2.23 0.81
H -1.37 -0.89 1.86
H -0.60 -0.44 3.40
H -2.01 1.39 2.55
H -1.10 1.41 1.01
H 0.29 3.94 3.55
H -1.41 3.43 3.52
H -1.49 3.83 1.06
H 0.22 4.31 1.08
H 0.90 6.42 2.14
H 0.25 8.67 2.86
H -2.13 9.23 3.19
H -3.86 7.51 2.79
H -3.20 5.25 2.07
H 1.95 2.57 2.63
H 1.23 2.11 1.06
H 2.63 0.26 1.88
H 1.74 0.25 3.43
H -1.62 -3.94 -0.25
H -1.51 -5.65 -2.03
*
```

Computed properties:
HOMO energy (eV): -8.369
Energy above the lowest of the compared OMol25 structures with the same formula, charge and spin (kcal/mol): 43.4
F_max (eV/Å): 0.6
Structure (SMILES): CCOC(=O)c1ccc(NC(=O)N2CCN(CCc3ccccc3)CC2)cc1
Gap between HOMO and LUMO (hartree): 0.328
Molecular weight (g/mol): 381.476
LUMO energy (eV): 0.548
Total energy (eV): -33866.369